A molecular structure, C28H66N6O17SZn in a non-equilibrium geometry, computed with wB97M-V/def2-TZVPD.

```
119
Properties=species:S:1:pos:R:3:forces:R:3
Zn -7.264 -3.888 2.359 -0.17 -0.10 0.47
C -8.317 -9.464 0.546 -0.68 1.09 -0.19
C -8.190 -7.930 1.049 2.04 0.21 0.38
O -8.635 -6.958 0.441 -2.01 -0.12 -1.96
O -7.411 -7.724 2.006 0.53 -1.39 1.41
H -9.202 -9.977 0.923 -0.10 0.22 0.48
H -7.457 -10.091 0.780 0.11 0.41 0.17
H -8.490 -9.473 -0.530 0.25 0.20 -0.16
C -1.802 -2.636 0.992 -0.42 -1.19 -0.88
C -3.270 -2.889 1.285 -2.45 0.55 0.45
O -3.597 -3.215 2.426 0.85 -0.80 2.99
O -4.183 -2.783 0.435 0.83 0.47 -2.20
H -1.142 -2.663 1.859 -0.30 0.74 0.02
H -1.706 -1.854 0.239 0.38 0.11 0.35
H -1.589 -3.589 0.507 0.49 -0.05 -0.52
S -9.856 -1.557 4.151 -1.41 4.20 2.54
O -11.285 -1.634 4.117 -1.96 0.14 0.64
O -9.328 -1.526 2.854 2.24 0.80 -5.23
O -9.333 -0.451 4.988 -0.36 -0.97 -0.35
O -9.351 -2.848 4.566 2.28 -4.44 1.58
O -3.286 -7.590 -4.826 -0.26 -0.75 0.01
C -3.251 -6.791 -3.910 1.83 0.95 -2.16
N -4.079 -6.730 -2.890 -0.58 0.22 0.90
C -2.184 -5.689 -3.925 0.38 0.36 0.65
H -4.853 -7.380 -2.868 -0.04 0.36 0.29
H -4.045 -5.853 -2.390 -0.61 -0.46 0.50
H -1.439 -5.872 -3.150 0.02 -0.28 0.16
H -2.578 -4.710 -3.651 -0.28 0.04 -0.11
H -1.615 -5.577 -4.848 -0.49 -0.39 -0.15
O -2.872 -2.324 9.291 0.17 0.19 0.20
C -2.982 -2.163 8.079 -4.13 3.65 3.20
N -2.299 -2.821 7.251 3.69 -3.68 -3.10
C -3.974 -1.170 7.460 0.62 0.19 -0.79
H -1.704 -3.478 7.735 0.13 -0.26 -0.39
H -2.447 -2.984 6.265 -0.26 0.50 0.13
H -3.517 -0.787 6.548 0.02 -0.09 -0.27
H -4.185 -0.259 8.019 -0.14 -0.59 0.56
H -4.873 -1.686 7.123 -0.15 0.07 0.34
O -6.950 4.790 1.894 -0.14 1.40 -0.72
C -6.820 3.887 2.688 2.48 -0.16 -2.59
N -7.611 3.719 3.693 -2.40 -0.55 3.00
C -5.694 2.896 2.528 0.06 0.31 -0.36
H -8.343 4.407 3.799 -0.10 -0.30 -0.10
H -7.776 2.794 4.064 0.10 0.11 0.23
H -5.230 2.711 3.497 -0.12 -0.65 -0.18
H -4.946 3.306 1.848 -0.10 0.22 0.15
H -6.104 2.045 1.984 0.16 -0.50 0.57
C 3.464 13.363 0.904 -0.88 0.23 0.48
O 2.039 13.155 0.717 1.45 0.28 -0.46
C 1.659 11.895 0.209 -0.66 -0.81 0.71
C 1.519 10.837 1.340 -1.21 0.10 -1.61
N 0.796 9.677 0.744 0.94 0.82 -0.31
C 0.398 8.690 1.714 -0.41 -0.38 0.05
C -0.173 7.377 1.153 -0.09 1.27 -0.30
O 0.778 6.695 0.334 -0.42 1.19 -0.08
C 1.596 5.898 1.104 0.09 -2.36 1.30
H 3.596 14.407 1.187 -0.24 0.05 -0.09
H 4.101 13.196 0.036 -0.38 -0.29 -0.36
H 3.857 12.791 1.744 -0.08 -0.34 0.00
H 2.263 11.514 -0.615 0.73 0.14 0.06
H 0.675 11.960 -0.254 -0.15 0.47 0.25
H 0.824 11.257 2.067 0.45 0.11 0.37
H 2.511 10.614 1.734 -0.03 -0.25 0.48
H 1.457 9.275 0.095 -0.14 -0.50 -0.27
H -0.414 9.115 2.305 0.03 0.12 0.28
H 1.235 8.474 2.378 0.09 -0.29 0.41
H -1.085 7.546 0.581 0.34 0.32 -0.61
H -0.603 6.862 2.012 0.72 -0.90 0.17
H 2.477 5.441 0.653 -0.05 0.71 -0.89
H 0.993 5.026 1.357 -0.02 -0.41 0.41
H 1.942 6.279 2.064 -0.09 0.72 0.00
C 9.141 -12.333 1.368 0.36 0.42 -1.89
O 8.755 -10.982 1.297 -0.01 1.49 1.12
C 9.757 -10.080 1.903 -2.14 0.11 -0.25
C 9.226 -8.586 1.806 0.28 -2.22 0.17
N 8.037 -8.204 2.578 1.85 0.09 0.11
C 7.658 -6.849 2.143 -1.56 -1.93 0.11
C 6.258 -6.548 2.730 0.86 -0.24 0.11
O 5.177 -7.290 2.188 -0.11 0.13 -0.10
C 4.671 -6.845 0.941 0.41 0.42 0.32
H 8.477 -12.944 0.756 -0.63 0.20 0.34
H 9.233 -12.787 2.354 0.34 0.31 0.11
H 10.009 -12.299 0.710 1.04 -1.04 0.70
H 10.702 -10.122 1.362 0.06 -0.13 -0.29
H 9.926 -10.468 2.907 0.03 0.43 0.30
H 9.018 -8.469 0.742 0.17 0.20 -0.41
H 10.104 -7.990 2.055 -0.20 0.39 0.16
H 7.308 -8.877 2.388 -0.30 0.12 -0.13
H 7.582 -6.913 1.058 0.01 0.70 -0.44
H 8.420 -6.120 2.420 -0.14 -0.01 0.18
H 6.185 -5.462 2.676 -0.90 0.17 0.04
H 6.241 -6.910 3.758 0.31 0.51 0.19
H 3.700 -7.291 0.721 0.33 -0.54 0.13
H 5.430 -7.062 0.190 -0.35 0.11 -0.50
H 4.453 -5.778 0.986 0.28 0.30 -0.10
C -0.804 6.478 -6.186 -0.12 -0.37 0.91
O -1.482 5.324 -6.507 -1.30 -2.89 -0.91
C -1.376 4.155 -5.629 0.58 1.20 0.39
C 0.131 3.843 -5.298 -2.38 0.13 -1.58
N 0.777 3.579 -6.556 0.99 -0.81 -0.10
C 2.219 3.535 -6.465 -0.43 0.44 -1.08
C 2.857 3.886 -7.829 0.81 -0.61 2.18
O 2.525 5.176 -8.237 -0.54 0.37 0.22
C 3.304 5.609 -9.298 -0.22 0.58 -1.58
H -0.896 6.547 -5.102 0.52 0.85 0.27
H -1.345 7.293 -6.667 0.31 0.13 0.01
H 0.229 6.384 -6.521 0.29 0.53 0.13
H -1.949 3.332 -6.054 0.61 0.03 -0.78
H -1.983 4.342 -4.743 0.40 0.44 0.56
H 0.191 2.936 -4.697 0.04 0.25 0.41
H 0.526 4.734 -4.810 0.31 -0.09 0.47
H 0.493 4.095 -7.377 -0.38 0.39 0.51
H 2.612 2.577 -6.126 -0.15 -0.45 -0.27
H 2.598 4.215 -5.702 0.06 0.62 0.03
H 2.680 3.108 -8.572 -0.18 0.08 -0.25
H 3.903 3.894 -7.524 0.61 -0.24 -0.65
H 3.092 6.645 -9.562 0.05 0.31 0.82
H 3.008 5.158 -10.245 0.04 -0.84 -0.11
H 4.380 5.474 -9.191 0.10 -0.07 0.40
```
Forces are in eV/Å.

As for the total charge: -2. For the LUMO energy, the calculation gives 0.183 eV. The calculation puts the energy at -4891.26598 Eh. For the orbital gap, the calculation gives 0.1254 hartree.

Atom charges from the Löwdin analysis, given in e for atoms 1 to 99: number 1, Zn, carries 1.0358; number 2, C, carries -0.0356; number 3, C, carries -0.7767; number 4, O, carries -0.0972; number 5, O, carries -0.1162; number 6, H, carries 0.0409; number 7, H, carries 0.0458; number 8, H, carries 0.0417; number 9, C, carries -0.0420; number 10, C, carries -0.8446; number 11, O, carries -0.1040; number 12, O, carries -0.1178; number 13, H, carries 0.0607; number 14, H, carries 0.0642; number 15, H, carries 0.0605; number 16, S, carries 0.0745; number 17, O, carries -0.3164; number 18, O, carries -0.3324; number 19, O, carries -0.3712; number 20, O, carries -0.2673; number 21, O, carries 0.0124; number 22, C, carries -0.6317; number 23, N, carries 0.1762; number 24, C, carries -0.0206; number 25, H, carries 0.1267; number 26, H, carries 0.1165; number 27, H, carries 0.0741; number 28, H, carries 0.0726; number 29, H, carries 0.0726; number 30, O, carries 0.0023; number 31, C, carries -0.6665; number 32, N, carries 0.1718; number 33, C, carries -0.0003; number 34, H, carries 0.1247; number 35, H, carries 0.1340; number 36, H, carries 0.0686; number 37, H, carries 0.0764; number 38, H, carries 0.0880; number 39, O, carries 0.0201; number 40, C, carries -0.6772; number 41, N, carries 0.1698; number 42, C, carries -0.0053; number 43, H, carries 0.1188; number 44, H, carries 0.1253; number 45, H, carries 0.0785; number 46, H, carries 0.0762; number 47, H, carries 0.0933; number 48, C, carries -0.0929; number 49, O, carries -0.1870; number 50, C, carries -0.2402; number 51, C, carries -0.1868; number 52, N, carries -0.0714; number 53, C, carries -0.2341; number 54, C, carries -0.2021; number 55, O, carries -0.1620; number 56, C, carries -0.1562; number 57, H, carries 0.0796; number 58, H, carries 0.0808; number 59, H, carries 0.0756; number 60, H, carries 0.1152; number 61, H, carries 0.1172; number 62, H, carries 0.1201; number 63, H, carries 0.1094; number 64, H, carries 0.1042; number 65, H, carries 0.1204; number 66, H, carries 0.1060; number 67, H, carries 0.1249; number 68, H, carries 0.1210; number 69, H, carries 0.0868; number 70, H, carries 0.0892; number 71, H, carries 0.0820; number 72, C, carries -0.1360; number 73, O, carries -0.2200; number 74, C, carries -0.1611; number 75, C, carries -0.2082; number 76, N, carries -0.0637; number 77, C, carries -0.2053; number 78, C, carries -0.2171; number 79, O, carries -0.1922; number 80, C, carries -0.0977; number 81, H, carries 0.0831; number 82, H, carries 0.0879; number 83, H, carries 0.0823; number 84, H, carries 0.1058; number 85, H, carries 0.1110; number 86, H, carries 0.1058; number 87, H, carries 0.1104; number 88, H, carries 0.1062; number 89, H, carries 0.0985; number 90, H, carries 0.1190; number 91, H, carries 0.1139; number 92, H, carries 0.1223; number 93, H, carries 0.0909; number 94, H, carries 0.0791; number 95, H, carries 0.0850; number 96, C, carries -0.1380; number 97, O, carries -0.2229; number 98, C, carries -0.1493; number 99, C, carries -0.2015